C22H61N6O9 | ωB97M-V with the def2-TZVPD basis set

## Properties
DFT total energy = -1880.3019 Eh

```
! RIJCOSX wB97M-V def2-TZVPD def2/J DEFGRID3
* xyz -1 1
N -0.47 -0.89 0.29
O 0.31 -1.80 0.64
O -0.01 -0.08 -0.51
O -1.57 -0.80 0.76
C -2.49 2.39 -2.09
C -2.07 1.38 -3.13
C -0.73 1.64 -3.73
O -0.57 0.64 -4.72
C 0.68 0.58 -5.33
N -2.13 0.05 -2.51
H -2.39 3.37 -2.55
H -1.84 2.38 -1.22
H -3.52 2.26 -1.78
H -2.75 1.53 -3.97
H 0.07 1.51 -3.00
H -0.74 2.65 -4.13
H 1.10 1.58 -5.21
H 0.56 0.41 -6.40
H 1.21 -0.21 -4.80
H -1.46 0.07 -1.75
H -1.70 -0.55 -3.19
C -0.14 2.52 2.26
C -1.59 3.07 2.18
C -1.72 4.40 1.46
O -0.80 5.36 1.92
C -1.17 6.71 1.68
N -2.49 2.10 1.63
H 0.54 3.14 2.85
H 0.23 2.44 1.24
H -0.14 1.50 2.65
H -1.86 3.21 3.23
H -2.72 4.78 1.69
H -1.65 4.29 0.38
H -0.35 7.38 1.94
H -2.00 6.88 2.36
H -1.44 6.89 0.63
H -3.34 2.50 1.27
H -2.03 1.68 0.83
C -1.42 0.13 5.96
C -2.62 0.02 5.07
C -3.41 1.34 5.08
O -4.46 1.19 4.18
C -5.38 2.31 4.22
N -2.16 -0.42 3.79
H -0.77 -0.74 5.96
H -1.82 0.32 6.96
H -0.82 0.97 5.60
H -3.30 -0.76 5.40
H -2.78 2.15 4.73
H -3.69 1.60 6.10
H -5.91 2.25 5.17
H -6.18 2.11 3.51
H -4.97 3.32 4.10
H -1.44 0.24 3.50
H -1.59 -1.24 3.95
C 3.24 -2.97 -6.21
C 2.12 -3.98 -5.97
C 1.57 -3.89 -4.51
O 1.33 -2.55 -4.13
C 0.75 -2.29 -2.88
N 1.12 -3.61 -6.98
H 4.07 -3.37 -5.63
H 2.98 -2.02 -5.76
H 3.49 -3.00 -7.27
H 2.42 -5.01 -6.16
H 2.27 -4.34 -3.82
H 0.67 -4.50 -4.36
H 1.34 -2.60 -2.02
H -0.26 -2.70 -2.79
H 0.69 -1.21 -2.78
H 0.26 -4.11 -6.81
H 0.85 -2.69 -6.64
C 4.97 0.40 0.28
C 3.68 -0.41 -0.07
C 3.93 -1.94 -0.08
O 4.87 -2.22 -1.17
C 4.23 -2.51 -2.45
N 2.76 0.02 1.02
H 4.76 1.47 0.31
H 5.66 0.37 -0.55
H 5.52 0.08 1.16
H 3.37 -0.04 -1.05
H 2.99 -2.45 -0.28
H 4.27 -2.21 0.91
H 3.72 -3.48 -2.47
H 4.88 -2.60 -3.31
H 3.49 -1.75 -2.69
H 2.68 0.94 0.61
H 1.87 -0.38 0.77
C -0.30 -4.06 5.05
C 0.28 -2.93 4.11
O -0.70 -2.62 3.18
H 0.38 -4.13 5.90
H -0.37 -5.00 4.50
H -1.30 -3.75 5.37
H 1.05 -3.38 3.49
H 0.59 -2.03 4.64
H -0.30 -2.34 2.35
*
```